{
  "formula": "C4H11NO2",
  "method": "ωB97M-V/def2-TZVPD",
  "total_energy_ha": -364.17649,
  "total_charge": 0,
  "smiles": "CN[C@H](C)C=O.O",
  "multiplicity": 1,
  "gap_ev": 9.002,
  "homo_ev": -8.1300,
  "de_lowest_kcal_mol": 57.5,
  "symbols": ["C", "N", "C", "C", "C", "O", "H", "H", "H", "H", "H", "H", "H", "H", "H", "H", "H", "O"],
  "xyz": [[0.01826, -0.14722, -2.81836], [-0.33028, -1.11607, -1.81161], [-1.00466, 0.35717, 0.07062], [-0.32269, -0.96751, -0.39050], [1.14040, -0.89264, 0.17332], [1.71493, -1.93416, 0.32445], [0.69506, -0.63863, -3.52474], [0.68051, 0.65835, -2.49919], [-0.83588, 0.40840, -3.25955], [-0.82951, -1.91401, -2.16073], [-0.91642, 0.52557, 1.14164], [-2.06062, 0.14994, -0.08717], [-0.56215, 1.16864, -0.51994], [-0.92372, -1.71175, 0.12810], [1.47367, 0.17706, 0.15555], [-0.01861, 2.13975, 5.38744], [1.48971, 1.85734, 4.99656], [0.59200, 1.87976, 4.69412]],
  "forces_ev_per_a": [[0.48, 0.57, 0.04], [-0.22, -0.78, -0.01], [-0.01, -1.01, -0.56], [0.08, 2.56, 1.53], [-2.26, -1.37, -2.09], [1.21, 0.83, 0.81], [-0.68, 0.05, -0.57], [-0.04, -0.05, 0.81], [0.31, -0.65, -0.18], [0.10, 0.04, 0.04], [0.42, 0.12, 0.08], [-0.21, 0.82, -0.43], [-0.62, 0.17, 0.31], [0.57, -0.73, -0.41], [0.87, -0.58, 0.65], [0.45, 0.02, 0.25], [0.41, 0.12, 0.65], [-0.86, -0.14, -0.92]],
  "nbo_charge": [-0.423, -0.657, -0.640, -0.127, 0.435, -0.503, 0.205, 0.197, 0.182, 0.383, 0.215, 0.214, 0.202, 0.211, 0.106, 0.476, 0.475, -0.951]
}